# C29H96O29

19 unconnected molecules or ions with the total composition C29H96O29 in a non-equilibrium geometry (ωB97M-V/def2-TZVPD, the OMol25 dataset).

Output
* gap between HOMO and LUMO: 9.664 eV
* charge: 0

Cartesian coordinates (Å):
H 1.99870 2.04554 1.78054
H -0.38116 5.66075 -2.38317
H 2.41232 -3.18681 -1.81727
C 2.43275 2.91510 2.27405
H -7.41981 4.18309 -3.29966
H -3.51163 0.13866 7.77585
H -2.51841 -0.67418 -4.01502
C 0.02301 0.54406 -0.20018
H -4.04525 -4.41947 2.78369
H -4.67470 2.91758 -1.15963
H -0.83703 -6.51414 0.34408
H -0.39987 4.94888 -0.04930
H -3.22932 5.27159 1.60525
H -0.87675 0.94098 7.08635
O -1.75740 0.66490 4.68298
H 6.25826 4.03889 0.51135
C -4.25188 4.93626 1.77848
H 6.05946 5.60550 -0.41154
H -5.29955 0.72751 1.20416
H 2.09178 -2.53578 3.89465
H 6.65784 -4.41993 1.07159
O 4.99008 -0.83879 -2.93742
H 0.42574 1.55286 -0.10942
C -0.87468 4.33445 -0.81424
H -8.17837 2.74030 -1.51114
O -5.72684 -2.32737 4.98484
O -8.36252 2.57325 -2.43838
H 4.11366 -5.40994 -0.26778
H 0.13841 0.43681 -1.27872
H 1.93836 0.03161 -3.90783
H 4.40053 3.67969 -0.46829
H -3.24083 -0.65980 1.49060
C -4.98599 -2.08976 3.85031
H -1.77290 3.87644 -7.15067
C 1.82818 1.11599 -3.89971
O -3.69439 1.54352 0.11481
H -3.04966 -0.53177 5.60052
H 1.88812 -2.88213 -3.40408
O 1.13837 4.34564 -2.09985
H 2.68082 1.36155 -3.26663
H 7.48143 -1.88616 0.55304
H 0.77263 -2.71237 -1.96711
C -2.00095 -0.26170 5.72451
C -1.89792 -0.42580 -3.15397
H 0.29575 2.76232 -5.49893
O -2.46210 0.54720 -2.28199
H -7.39871 2.62576 -4.16593
H -2.82675 -0.48203 -1.05717
H -1.47864 -0.52435 7.83501
O 5.04353 4.05523 -1.07418
C 5.40843 -1.84305 -3.83160
H 1.92502 -1.04891 -1.09888
O -5.52966 3.30617 -1.35874
H 6.55722 -3.42724 -1.52797
H -4.76326 -1.02309 3.82387
H 1.76664 3.73056 1.99225
H 1.51722 4.87793 -2.80323
H 6.25752 -3.89291 -3.96081
H 5.81712 -6.61738 0.40308
O 1.90682 1.65627 -5.19637
O -1.59507 -5.97523 0.10627
H -1.66422 -1.32178 -2.57891
H -6.28588 -3.09452 4.84143
H 3.32596 -4.40888 2.15557
H -0.29594 3.11788 -7.63217
O -3.86830 -4.28483 3.71759
O 2.95225 1.66469 4.26786
H 3.00646 -6.43648 2.27881
H -1.50074 -1.22092 5.59113
C 5.37296 -2.10584 1.09230
C -1.73011 0.26398 7.12550
H -0.69319 4.03103 -2.89817
H -2.22501 2.22650 -4.83498
O 2.67582 -4.68188 1.50411
H 3.81014 1.97406 4.56772
O 6.95104 -3.81494 0.38630
H 7.18847 -2.63588 2.13902
H -5.63888 -2.43390 3.04817
O 1.47509 -0.91413 4.59964
H 1.78988 -6.32650 0.90912
O -0.76062 -1.01191 2.90167
H -0.01952 -0.68993 1.11749
H -4.46715 1.94934 -6.43006
H 4.59662 -2.03088 -4.53429
H -4.67347 5.66006 2.47596
O 3.86866 3.14701 2.16883
H 0.08589 -2.83440 2.37072
H 6.24616 -1.49554 -4.43620
H 4.97070 -2.07888 2.98609
H 4.05037 -0.91120 -2.75496
H -2.97008 -2.40882 3.10686
O 0.69947 -0.35475 0.57682
H 2.20043 3.60673 4.33346
C -0.74101 3.71702 -6.83779
H -1.09295 -0.62354 3.71427
H -0.68278 3.29131 -0.56297
H -0.96674 0.03032 -3.49006
H -1.00620 0.66407 0.13810
H -2.48850 1.36384 -2.78598
H -5.14256 2.87282 -3.31091
H -0.33152 -2.73940 4.13259
C 5.87299 -3.21543 -3.19840
O -2.27772 4.55263 -0.83355
C -3.62671 -2.82717 3.86970
H -3.14220 -2.65006 4.82989
O -3.19396 -1.15508 -0.47945
C 1.45603 -1.74466 3.49710
H -2.42666 5.44129 -0.50232
H 1.86920 -0.08241 4.32665
H -2.40809 1.37062 4.66980
O 4.66653 -2.55926 2.21259
O 2.27304 -1.26317 -1.96754
C -4.61498 0.51501 0.38300
H 2.68130 1.22755 -5.56785
H 2.00609 -1.28462 2.67619
C -3.50680 1.54495 -6.11021
O -2.93994 0.88416 7.57836
H 4.04132 -7.21411 -0.18183
H -3.05176 1.17249 -0.49425
H 7.07900 4.37385 -1.07394
H 0.00257 -4.61987 0.38789
O 6.83984 -2.89459 -2.27497
C 1.76150 -2.52063 -2.38360
H 1.10241 2.40286 3.93121
H -0.27734 4.70112 -6.90617
C 2.12473 2.71269 3.71455
O -3.14467 1.96112 -4.76144
H -5.77834 1.58418 -2.57854
C 6.85713 -2.59148 1.10156
C -5.89318 2.66768 -2.54764
H 0.86654 1.33208 -3.43422
H -4.85997 5.17217 0.90517
H -1.38747 -3.95593 -0.36907
C 4.06701 -6.28262 0.38364
C -3.90077 -0.78068 0.63154
H -4.65910 -1.50297 0.93372
C 0.02484 -2.20002 3.25499
H -3.53796 0.46064 -6.21703
C -7.31989 3.10331 -3.18928
H -2.73975 1.89016 -6.80345
H 5.15117 -1.03989 1.04071
H -5.19109 0.40539 -0.53579
H 4.96482 -3.65383 -2.78468
O -0.57174 3.16875 -5.56114
H 4.71398 -2.45221 0.29615
C 6.18959 4.52449 -0.46208
H -1.47477 -4.18006 1.32732
C -1.08665 -4.64432 0.42071
O -4.43048 3.72689 2.14889
H 4.20308 2.27302 2.38307
H -4.43137 3.05236 1.46579
C 2.77693 -6.05538 1.28373
C -0.20349 4.61778 -2.12099
O 5.28052 -6.27250 1.12052

Löwdin atomic charge list, values in e, 6 entries:
1. H 0.110
2. H 0.127
3. H 0.065
4. C -0.210
5. H 0.110
6. H 0.083